No. 1
{"formula": "C7H10O", "method": "ωB97M-V/def2-TZVPD", "charge": 0, "e_homo_ha": -0.329, "e_lumo_ev": 0.8, "symbols": ["C", "C", "C", "C", "C", "C", "C", "H", "H", "H", "H", "H", "H", "H", "H", "H", "H", "O"], "xyz": [[1.20618, 1.99238, -1.11241], [1.58119, 0.81667, -0.43600], [0.57083, -0.00321, -0.15282], [-0.84018, 0.30882, -0.27181], [-1.11522, 1.64736, -0.60367], [-0.06662, 2.41243, -1.02294], [-0.47939, -2.56731, 0.80022], [2.02215, 2.61058, -1.51785], [2.68618, 0.65647, -0.14601], [0.82427, -0.99571, 0.09345], [-1.45654, -0.50470, 0.28401], [-2.16379, 2.16911, -0.58591], [-0.32164, 3.38210, -1.60629], [-0.37806, -1.98526, 2.86630], [-0.86314, -1.98249, -0.10568], [0.48060, -2.89767, 0.53111], [-1.15342, -3.41677, 1.09712], [-0.53340, -1.64280, 1.88917]], "atomic_forces_ev_per_a": [[2.9, 0.1, 1.2], [2.4, 1.9, -0.9], [-2.5, -1.3, 0.0], [1.3, -0.1, 1.9], [-3.0, -1.1, 0.8], [-1.1, 3.4, -3.3], [-2.9, 0.0, 0.7], [-0.7, 0.0, 0.1], [-2.0, -0.2, -0.9], [0.2, -0.6, 0.7], [0.3, 2.4, -1.6], [2.0, -1.5, 0.0], [0.4, -1.5, 1.4], [-0.4, 0.4, -3.5], [0.2, -1.5, 1.4], [1.5, -0.6, 0.1], [0.6, 0.5, -0.9], [0.6, -0.2, 2.8]]}

---

No. 2
{"formula": "C24H14Co2NaO6", "method": "ωB97M-V/def2-TZVPD", "charge": -1, "e_homo_ha": -0.135, "e_lumo_ev": -0.2, "symbols": ["O", "C", "Co", "C", "O", "C", "O", "C", "C", "C", "C", "C", "C", "C", "C", "C", "Co", "C", "O", "C", "O", "C", "O", "H", "H", "H", "H", "H", "H", "H", "C", "Na", "C", "C", "C", "C", "C", "C", "C", "C", "H", "H", "H", "H", "H", "H", "H"], "xyz": [[3.22957, -0.64969, 2.01613], [2.38960, -1.39306, 1.72532], [1.07883, -2.47301, 1.32912], [1.65490, -2.88922, -0.27125], [2.12546, -3.14581, -1.29420], [1.43825, -3.85051, 2.33931], [1.78730, -4.74649, 2.98549], [-0.50618, -1.23117, 1.85317], [-0.29932, -0.71733, 3.20324], [0.05668, -1.56622, 4.27315], [0.48771, -1.03590, 5.48557], [0.48856, 0.34407, 5.68579], [0.05482, 1.19670, 4.66362], [-0.36980, 0.67706, 3.43704], [-1.01120, -0.69998, 0.66874], [-1.04766, 0.24531, -0.27417], [-1.62348, -2.34891, 0.97967], [-1.62799, -3.74526, 2.08221], [-1.62476, -4.64162, 2.81292], [-1.12481, -3.13806, -0.53648], [-0.93952, -3.68748, -1.54031], [-3.40496, -2.14850, 0.80473], [-4.54858, -2.02897, 0.71027], [0.03327, -2.64539, 4.11025], [0.82627, -1.71794, 6.26148], [0.82265, 0.75315, 6.63719], [0.05129, 2.27839, 4.80951], [-0.72428, 1.33679, 2.63254], [-1.64448, 0.02488, -1.15189], [-0.52016, 1.20138, -0.20513], [0.02080, 0.42787, -4.64139], [-1.17348, 5.27548, -4.36860], [-1.16175, 0.35201, -3.85468], [-1.18196, 1.44946, -2.95622], [-0.09976, 2.31505, -3.27247], [0.61576, 1.72998, -4.38653], [1.52779, 2.55637, -5.05599], [1.82152, 3.81846, -4.53482], [1.23291, 4.30978, -3.35851], [0.29129, 3.53023, -2.68684], [0.39009, -0.29642, -5.37363], [-1.92915, -0.41709, -3.90421], [-1.90983, 1.69773, -2.18552], [1.95531, 2.21217, -6.00332], [2.57253, 4.43529, -5.03673], [1.57262, 5.26557, -2.93437], [-0.05264, 3.78084, -1.67921]], "atomic_forces_ev_per_a": [[-0.6, -1.1, -0.4], [-0.1, 1.5, 0.5], [-1.2, 0.0, -0.7], [0.6, 0.0, -1.9], [-0.3, 0.1, 0.9], [0.1, -1.3, 1.4], [-0.2, 0.6, -0.6], [2.1, 1.3, 0.5], [-0.5, 0.8, 0.5], [0.0, 0.4, -0.1], [-0.4, -0.2, -0.4], [0.0, 0.3, -0.2], [-0.2, -0.2, 0.0], [0.3, -0.4, 0.2], [1.1, 2.8, 0.2], [-0.4, -0.6, 0.7], [-1.2, -4.2, -0.7], [-0.2, -1.4, 1.6], [0.0, 1.2, -1.0], [0.1, -1.2, -2.2], [-0.3, 0.9, 1.6], [-0.6, 0.6, 0.1], [1.3, -0.2, 0.0], [0.1, 0.4, 0.1], [-0.1, 0.2, 0.0], [0.0, 0.0, -0.2], [0.0, -0.3, 0.1], [0.3, -0.3, 0.3], [0.2, 0.3, 0.2], [0.0, -0.4, -0.1], [-0.2, 1.3, -0.3], [0.7, -0.9, 0.3], [1.1, 0.7, 0.4], [-0.2, 0.7, -0.8], [-1.2, -0.8, 0.4], [-0.5, -1.1, -0.3], [0.0, -0.1, 0.2], [0.5, 0.1, -1.2], [-0.2, 0.5, 0.6], [0.0, 0.2, -0.1], [-0.3, 0.4, 0.2], [0.4, 0.0, 0.1], [0.1, -0.3, -0.3], [0.2, 0.2, 0.4], [-0.2, -0.1, 0.1], [0.0, -0.5, -0.1], [-0.1, 0.2, -0.3]]}

---

No. 3
{"formula": "C3H8N4", "method": "ωB97M-V/def2-TZVPD", "charge": 0, "e_homo_ha": -0.326, "e_lumo_ev": 0.7, "symbols": ["C", "C", "C", "N", "N", "N", "N", "H", "H", "H", "H", "H", "H", "H", "H"], "xyz": [[0.80979, -0.88360, -0.56392], [0.93026, -0.82625, 0.74912], [1.89655, -0.22386, 1.68572], [-3.84361, -0.63165, -0.96011], [-3.10509, 0.21768, -1.09465], [-2.12778, 0.71437, -1.58930], [-1.18154, 1.55175, -0.93113], [1.59238, -0.35025, -1.18608], [0.14283, -1.40478, -1.14956], [0.23115, -1.22365, 1.40679], [2.24114, 0.73393, 1.31938], [2.56496, -1.00314, 2.00030], [1.33536, 0.13248, 2.51780], [-0.46834, 0.95955, -0.56256], [-1.01804, 2.23741, -1.64180]], "atomic_forces_ev_per_a": [[3.5, 2.1, -0.1], [-0.4, 0.0, -0.2], [-0.2, 1.4, -0.9], [-1.1, 0.9, 0.6], [-0.5, -2.7, 1.0], [2.4, 1.7, -1.9], [-3.0, 0.0, 0.4], [-0.8, -0.6, 0.7], [-1.8, -1.1, -0.7], [-1.9, -1.6, 0.3], [1.4, -0.2, -0.4], [0.9, 0.2, 0.2], [-0.5, -0.2, 1.1], [1.0, 0.0, -0.3], [1.1, 0.1, 0.1]]}

---

No. 4
{"formula": "C3H2O3S", "method": "ωB97M-V/def2-TZVPD", "charge": 0, "e_homo_ha": -0.343, "e_lumo_ev": -0.6, "symbols": ["C", "C", "C", "O", "O", "O", "S", "H", "H"], "xyz": [[0.07103, -1.21822, 0.17946], [-1.86645, 0.43188, -0.85630], [1.06628, 0.88980, 0.14110], [-0.10941, 0.10928, -0.01078], [0.98076, 2.07198, 0.14683], [-2.31529, 1.19674, -0.18553], [-0.95948, -2.42279, -0.14824], [1.06348, -1.50118, 0.53962], [2.06909, 0.44250, 0.19385]], "atomic_forces_ev_per_a": [[0.1, -1.6, -0.3], [-1.6, -0.9, -3.1], [-0.3, 1.4, -0.2], [3.8, -0.6, 1.6], [-0.4, -0.4, 0.0], [-1.3, 1.8, 1.6], [0.3, 0.8, 0.3], [0.0, 0.4, 0.0], [-0.5, -1.0, 0.0]]}

---

No. 5
{"formula": "C30H25N6O11P2SW", "method": "ωB97M-V/def2-TZVPD", "charge": -1, "multiplicity": 3, "s2": 2.012, "e_homo_ha": [-0.157, -0.166], "e_lumo_ev": [2.2, 2.0], "symbols": ["W", "O", "C", "N", "C", "C", "C", "C", "C", "C", "N", "C", "O", "C", "C", "C", "C", "C", "N", "C", "C", "C", "C", "C", "N", "H", "H", "H", "H", "H", "H", "H", "H", "H", "H", "H", "H", "C", "C", "C", "C", "C", "C", "C", "S", "O", "O", "N", "C", "C", "C", "C", "C", "N", "H", "H", "H", "H", "H", "H", "H", "H", "H", "H", "H", "O", "P", "O", "O", "O", "P", "O", "O", "O", "H", "H"], "xyz": [[0.85721, -0.82047, -0.15603], [0.39612, 1.50767, -3.72104], [0.08745, 1.02604, -2.61233], [0.85157, 0.98466, -1.46174], [1.92995, 1.82360, -1.29902], [2.07230, 3.04144, -2.01563], [3.23903, 3.76851, -1.83029], [4.15327, 3.44776, -0.80181], [3.94401, 2.36547, 0.02915], [2.86395, 1.51105, -0.26490], [2.53534, 0.42366, 0.54632], [3.61954, -0.23448, 1.20223], [4.80375, -0.27235, 0.89457], [3.23610, -1.00206, 2.47294], [4.21118, -1.72648, 3.19022], [3.83927, -2.63741, 4.13374], [2.49637, -2.68641, 4.52870], [1.61474, -1.85864, 3.86119], [1.96525, -1.09895, 2.84050], [-1.22145, 0.37867, -2.53776], [-2.09151, 0.40854, -3.63281], [-3.23626, -0.35362, -3.57884], [-3.65816, -0.83997, -2.33061], [-2.85684, -0.62373, -1.23582], [-1.62596, -0.15079, -1.36597], [1.31797, 3.29079, -2.78387], [3.46193, 4.58128, -2.49864], [5.05334, 4.03488, -0.68630], [4.63150, 2.14556, 0.85232], [5.22900, -1.53104, 2.86751], [4.62700, -3.29207, 4.53579], [2.11023, -3.33924, 5.31712], [0.57928, -1.75731, 4.16603], [-1.80233, 0.98141, -4.54260], [-3.81226, -0.60373, -4.47988], [-4.60807, -1.35575, -2.21466], [-3.16255, -0.84986, -0.21066], [-5.35965, 3.91825, -0.76845], [-4.20005, 3.21988, -0.10761], [-2.88594, 3.57693, -0.40650], [-1.81866, 3.05570, 0.33261], [-2.10123, 2.08967, 1.31571], [-3.39564, 1.68922, 1.58776], [-4.44568, 2.26625, 0.88977], [-0.80279, 1.31923, 2.27585], [0.36133, 2.17774, 2.14426], [-1.35046, 1.01259, 3.59288], [-0.51331, -0.11692, 1.37623], [-1.08640, -1.35757, 1.59434], [-2.07564, -1.77959, 2.51485], [-2.49860, -3.11978, 2.45484], [-1.98064, -3.94869, 1.44652], [-0.97879, -3.51444, 0.60064], [-0.51681, -2.24605, 0.74712], [-5.06709, 4.58932, -1.56420], [-5.95016, 4.48335, -0.04309], [-6.04573, 3.21295, -1.21730], [-2.70702, 4.31504, -1.20852], [-0.77997, 3.40893, 0.19276], [-3.51630, 0.96832, 2.39471], [-5.47165, 2.01292, 1.13387], [-2.48280, -1.07564, 3.24355], [-3.21670, -3.53715, 3.18374], [-2.29122, -4.98539, 1.32761], [-0.53004, -4.06677, -0.22889], [4.58176, -2.57500, -1.24624], [3.01582, -2.18445, -1.23145], [2.73840, -0.77053, -1.67224], [2.33768, -2.45704, 0.13430], [2.67243, -3.24765, -2.40018], [1.21284, -3.03528, -3.03170], [1.43785, -2.09999, -4.35255], [0.71594, -4.37349, -3.45921], [0.45090, -2.20989, -1.94063], [5.04861, -2.05843, -0.68540], [1.84413, -1.24321, -4.09690]], "atomic_forces_ev_per_a": [[2.2, 1.1, -2.1], [-0.1, -0.1, 1.4], [2.0, 0.3, -0.6], [-2.0, -1.1, 0.1], [1.3, 1.6, 0.4], [0.2, -1.0, -0.1], [0.2, -0.1, 0.7], [-0.4, 0.2, -0.7], [-0.4, -0.4, -0.5], [-0.7, 0.6, -0.2], [1.0, -1.7, 1.6], [-1.9, 0.4, 0.3], [-0.2, 0.4, -0.4], [-0.4, -1.0, 0.5], [0.2, 1.2, -1.7], [0.1, -0.5, 0.8], [0.1, -0.4, 0.1], [0.0, 0.1, 0.3], [0.0, 0.8, -0.9], [-2.3, -0.7, 1.0], [0.9, 0.3, -1.0], [-0.7, -0.4, 0.4], [-0.5, 0.0, -0.7], [0.5, -0.2, 0.3], [0.8, 0.7, -0.4], [0.8, -0.1, 0.6], [0.0, 0.4, 0.0], [0.0, 0.2, 0.0], [-0.4, 0.0, -0.4], [0.0, -0.5, 0.2], [-0.6, 0.3, 0.1], [0.4, 0.2, -0.3], [-0.1, -0.3, 0.0], [-0.1, -0.8, 0.8], [0.2, 0.5, 0.4], [0.1, 0.1, -0.1], [0.0, -0.2, -0.3], [-0.2, -0.2, 0.1], [0.0, 0.0, 0.2], [0.3, 0.3, 0.0], [0.3, -0.3, 0.2], [0.5, 0.3, -0.3], [0.0, 0.0, 0.1], [0.1, 0.2, -0.1], [1.1, -0.3, -0.8], [-1.2, -1.2, 0.2], [0.5, -0.1, -1.2], [-0.3, 0.1, 0.8], [-0.3, 0.6, 0.8], [-0.5, -0.7, 0.2], [0.4, 0.9, -0.1], [0.3, -0.9, -0.3], [0.1, 1.4, 0.2], [-0.1, 0.6, -0.1], [0.3, 0.2, -0.1], [0.1, 0.0, 0.0], [-0.2, -0.4, -0.1], [0.0, -0.4, 0.6], [-0.7, -0.4, 0.0], [-0.4, 0.1, -0.2], [0.0, -0.1, 0.0], [0.2, -0.3, -0.2], [0.4, 0.5, -0.5], [-0.1, 0.3, 0.2], [-0.2, 0.0, 0.4], [-3.4, -2.2, -2.3], [2.1, -0.9, -0.6], [-0.4, -1.4, 0.0], [-0.3, 0.6, -1.2], [0.3, 0.8, 1.1], [-2.2, -0.7, -0.9], [0.3, 0.0, 1.3], [0.1, 1.5, 0.5], [0.3, -0.2, -0.4], [2.6, 2.9, 3.1], [-0.4, -0.4, -0.1]]}

---

No. 6
{"formula": "H43O21", "method": "ωB97M-V/def2-TZVPD", "charge": 1, "e_homo_ha": -0.485, "e_lumo_ev": -2.7, "symbols": ["O", "H", "H", "O", "H", "H", "O", "H", "H", "O", "H", "H", "O", "H", "H", "O", "H", "H", "O", "H", "H", "O", "H", "H", "O", "H", "H", "O", "H", "H", "O", "H", "H", "O", "H", "H", "O", "H", "H", "O", "H", "H", "O", "H", "H", "O", "H", "O", "H", "H", "O", "H", "H", "O", "H", "H", "O", "H", "H", "O", "H", "H", "H", "H"], "xyz": [[0.95779, -2.69589, 3.32489], [4.08389, -2.86796, 0.58421], [0.99600, -1.76014, -4.13816], [1.20754, -1.23134, 1.12612], [2.03008, -1.26615, 0.61893], [-4.25682, -0.42730, -0.21101], [1.11471, 3.02940, -1.22430], [2.06423, 3.07727, -1.06987], [-3.07040, -3.75763, -2.11182], [2.01163, -2.73526, -1.61332], [-3.42032, -2.39630, -1.35917], [2.85180, -3.07808, -0.30870], [4.11835, 2.79491, -0.07994], [-1.06694, 2.70847, -2.23323], [3.92901, 2.52628, -0.98890], [-2.74002, -3.02268, -1.59675], [-1.19856, 2.37516, -0.18590], [-3.17587, 0.16942, -3.78617], [-1.93790, -1.06526, 3.38277], [4.97410, 2.59382, 0.28670], [-0.69523, -0.06604, 2.48501], [-5.06498, -0.94852, -0.15032], [0.47222, -1.94775, 3.71164], [-0.37065, 1.29994, 1.60403], [-4.27325, 1.24632, 0.61464], [0.07242, -1.36433, -0.60983], [-4.44230, 0.92368, 1.49885], [-1.28365, 3.35921, -1.55519], [-2.04101, 1.35883, 0.40920], [-0.61504, 4.02111, -1.76792], [3.93070, -0.47705, -1.56899], [4.15800, -1.34824, -1.24332], [-2.55882, -1.45196, 2.71468], [-2.62841, -1.86160, 1.05500], [-2.89817, -2.70466, 0.67711], [-1.88895, -1.55405, 0.49495], [-0.79648, -1.07986, -0.92072], [-5.07175, 1.57657, 0.20733], [-0.51115, -0.72032, -1.78402], [-2.72355, 0.90192, -4.20610], [-1.84138, 0.60146, -4.41377], [-4.80780, -1.69552, 0.37006], [0.44035, -1.47933, -3.39899], [-0.00112, 4.73741, 2.14864], [1.34637, -1.85571, 1.87385], [2.66014, 0.42682, 3.09474], [4.67148, 0.10735, -1.73179], [3.01959, 1.79875, -2.35312], [3.43548, 1.44425, -3.12960], [2.54904, 1.03944, -1.99264], [0.11581, 3.86693, 2.53463], [0.05110, 3.96827, 3.47149], [0.15793, -3.24558, 3.34922], [3.12283, -2.90451, 0.62727], [1.31194, -3.39409, -1.63774], [-2.08507, -1.33889, 4.29076], [0.02756, 0.58823, 2.28440], [0.76662, -0.00404, 1.80032], [1.75908, -1.98898, -2.15920], [-1.32015, 1.93626, 0.70432], [0.90348, 2.36684, -0.56711], [-0.43006, -1.40395, -3.79201], [2.19924, 1.07485, 3.63197], [3.44879, 0.09977, 3.52999]], "atomic_forces_ev_per_a": [[-1.5, 0.3, 0.7], [0.1, -0.2, 0.4], [0.0, 0.1, 0.0], [-0.2, 0.4, -0.3], [0.3, -0.2, 0.3], [-0.2, 0.2, 0.3], [0.7, 0.0, 0.5], [0.1, 0.5, -0.3], [-0.6, 0.1, 0.0], [0.2, -0.4, -0.2], [-0.8, 0.0, -0.4], [0.1, 0.3, 0.9], [-1.1, 0.7, 0.6], [-0.3, -0.1, -0.1], [1.0, -0.4, 0.0], [1.1, -0.2, 0.2], [0.4, 0.8, 0.8], [-0.1, -0.2, 0.1], [0.3, 0.3, -0.3], [0.3, -0.3, -0.5], [0.1, 0.5, 0.3], [-0.4, -0.5, -1.1], [0.9, 0.6, 0.1], [-0.3, -0.5, 0.3], [1.5, 0.9, -0.1], [0.0, -0.2, 0.8], [-0.5, 0.1, 0.1], [-0.7, -0.2, -0.7], [-0.3, -0.2, 0.8], [0.1, 0.1, 0.6], [-1.1, -0.2, -0.1], [0.6, 0.1, 0.0], [0.5, -0.1, 0.7], [0.0, 0.0, -0.1], [0.3, -0.2, -0.1], [-0.2, -0.2, -0.1], [0.8, 0.7, -0.8], [-0.4, 0.0, 0.2], [-0.8, -0.1, 0.5], [-0.1, 0.4, 0.1], [0.2, -0.1, -0.2], [0.0, -0.6, 0.5], [0.3, 0.1, -0.6], [0.0, 0.1, 0.1], [0.0, -0.2, -0.2], [-0.2, -0.3, -0.6], [0.4, -0.4, 0.3], [0.0, 0.1, -0.2], [0.4, -0.1, -0.7], [0.1, 0.0, 0.1], [0.2, -0.5, -0.9], [-0.1, 0.3, 0.9], [0.6, -0.9, -0.5], [0.7, -0.2, -0.5], [-0.2, 0.2, -0.3], [-0.4, -0.1, -0.2], [0.1, -0.1, -0.4], [-0.5, 0.1, 0.2], [-0.3, 0.0, -0.1], [-0.2, -0.2, -1.4], [-0.6, -0.1, 0.4], [-0.4, -0.2, 0.0], [0.4, 0.0, 0.3], [0.0, 0.3, 0.4]]}

---

Summary of electronic energy in eV
-9465.9573 -117067.5210 -9196.1377 -20118.4575 -94228.4483 -43689.8861
(order as listed above)